# 1
{
  "formula": "C42H36AsN3Y",
  "method": "ωB97M-V/def2-TZVPD",
  "species": ["C", "C", "C", "H", "H", "H", "H", "H", "C", "H", "C", "C", "C", "H", "C", "H", "C", "C", "H", "C", "C", "C", "H", "H", "H", "C", "C", "H", "As", "H", "C", "H", "C", "C", "H", "H", "H", "C", "H", "H", "C", "C", "H", "C", "C", "H", "H", "C", "C", "H", "C", "N", "H", "C", "H", "H", "C", "C", "C", "C", "H", "C", "C", "C", "C", "C", "H", "C", "H", "C", "C", "C", "Y", "H", "H", "C", "C", "H", "N", "H", "H", "N", "H"],
  "xyz": [[-3.556, 1.348, -2.431], [4.802, 1.399, 1.209], [-4.433, 0.904, 2.562], [-4.816, 3.060, -2.621], [-0.564, -3.743, 1.576], [-2.873, -2.151, 3.098], [-2.648, -5.052, 1.512], [-4.245, 0.652, -2.886], [-2.117, 0.248, 2.104], [-3.238, -1.703, 0.610], [-3.147, -4.467, -0.490], [-3.221, 4.923, -1.460], [2.041, 5.105, -0.697], [6.118, 3.058, 0.932], [-1.042, 5.174, -0.435], [5.546, 0.724, 1.605], [1.800, -2.445, 1.116], [1.683, -3.758, -2.412], [4.193, -1.295, -4.016], [-2.354, -4.471, 0.647], [2.152, -2.364, 3.497], [-0.971, 0.688, 2.110], [-4.406, 1.664, 1.779], [1.287, 5.735, -1.142], [-3.209, -0.885, 4.288], [-0.698, 3.858, -0.670], [2.965, -3.190, 0.966], [-4.146, 1.374, 3.503], [0.768, -1.854, -0.412], [3.906, -3.368, 4.214], [4.376, 4.859, -0.092], [-0.355, 5.819, 0.092], [-3.531, -1.314, 3.339], [-2.764, -3.727, -1.602], [-4.548, -1.693, 3.455], [-4.925, -1.328, 0.999], [3.551, 6.610, -0.958], [2.798, 3.025, 0.234], [-4.172, 5.330, -1.775], [-2.074, -0.163, -1.997], [1.395, -2.025, 2.384], [3.374, -3.279, -4.054], [5.382, 5.250, -0.013], [5.106, 2.681, 0.841], [3.492, -1.986, -3.566], [2.381, -5.171, -3.862], [2.797, -0.561, -2.126], [3.719, -3.520, 2.084], [-1.178, -3.733, 0.684], [-3.950, -0.161, 0.097], [-1.701, 3.024, -1.268], [-1.428, 1.686, -1.394], [-3.375, -3.733, -2.495], [3.314, -3.108, 3.346], [1.834, -2.041, 4.479], [-4.062, -5.044, -0.515], [-0.797, -2.988, -0.425], [3.358, 5.605, -0.607], [-3.495, -0.261, 2.222], [4.106, 3.536, 0.331], [-5.458, 0.538, 2.655], [-1.593, -2.987, -1.569], [2.702, -1.575, -2.502], [1.800, -2.461, -1.921], [-3.924, -0.904, 0.897], [-2.942, 3.555, -1.676], [-2.502, 6.737, -0.630], [-2.323, 0.892, -1.945], [3.209, -0.053, 1.337], [3.481, 0.961, 1.059], [1.717, 3.837, -0.266], [-3.862, 2.672, -2.283], [0.234, 1.076, 0.225], [0.493, -1.433, 2.509], [3.986, -3.599, -4.888], [-2.289, 5.695, -0.833], [2.471, -4.163, -3.479], [4.623, -4.103, 1.967], [2.517, 1.732, 0.590], [-1.286, -2.429, -2.448], [0.981, -4.450, -1.963], [0.477, 3.216, -0.315], [3.286, -3.511, -0.017]],
  "homo_lumo_gap_ev": 7.0,
  "e_above_lowest_kj_mol": 0.0,
  "charge": 1,
  "mol_weight_g_mol": 746.60
}

***

# 2
{
  "formula": "C4H4NO4",
  "method": "ωB97M-V/def2-TZVPD",
  "species": ["O", "H", "N", "C", "O", "C", "C", "H", "O", "H", "O", "H", "C"],
  "xyz": [[-1.283, 2.231, 0.976], [2.508, -0.779, -1.362], [-0.152, -1.443, 0.539], [0.472, 0.120, -1.022], [-1.956, -0.243, -0.558], [-0.444, 1.503, 1.295], [1.499, -0.822, -0.972], [-2.404, 0.556, -0.357], [1.049, -1.952, -0.160], [0.214, -1.326, 1.465], [0.606, 1.280, 1.765], [0.466, 1.147, -1.503], [-0.577, -0.271, -0.105]],
  "homo_lumo_gap_ev": 5.9,
  "e_above_lowest_kj_mol": 396.1,
  "charge": -1,
  "mol_weight_g_mol": 130.08
}